Entry from the Open Molecules 2025 dataset: a structure of composition C4H6N4 in a non-equilibrium geometry (ωB97M-V/def2-TZVPD).

The geometry in ORCA input format:
```
! RIJCOSX wB97M-V def2-TZVPD def2/J DEFGRID3
* xyz 0 1
C -2.000 0.458 0.288
C 0.992 -1.572 -0.109
C 1.728 -0.183 0.240
C 0.486 0.737 -0.168
H -3.161 -1.418 -0.623
H -1.979 1.514 0.857
H 1.608 -2.524 -0.371
H 2.645 0.476 -0.406
H 2.132 0.051 1.220
H 1.135 2.480 -0.116
N -3.149 -0.244 -0.095
N -0.582 -0.159 -0.172
N -0.234 -1.569 -0.152
N 0.379 1.953 -0.392
*
```

For the HOMO energy, the calculation gives -8.87 eV. The value obtained for the frontier orbital gap is 9.6 eV. The relative energy (zero: lowest compared OMol25 entry of this formula, charge and spin) is 146.24 kcal/mol. For the max |F|, the calculation gives 6.80 eV/A.

Entry from the Open Molecules 2025 dataset: the ion C6H14NS with charge -1 in a non-equilibrium geometry (ωB97M-V/def2-TZVPD).

The geometry in ORCA input format:
```
! RIJCOSX wB97M-V def2-TZVPD def2/J DEFGRID3
* xyz -1 1
C -0.024 -0.442 -1.035
N -0.863 -0.520 0.124
C -0.330 -0.059 1.395
C -1.256 -0.515 2.533
S -2.054 -2.168 2.395
C 1.133 -0.297 1.661
C -0.221 0.916 -1.794
C 0.884 1.052 -2.854
H -0.180 -1.171 -1.889
H 1.028 -0.694 -0.853
H -1.554 -1.256 0.120
H -0.490 1.035 1.362
H -2.071 0.241 2.560
H -0.804 -0.642 3.516
H 1.382 -1.391 1.476
H 1.915 0.155 1.017
H 1.429 -0.205 2.750
H -1.254 0.972 -2.137
H -0.036 1.679 -0.982
H 0.639 0.421 -3.699
H 1.854 0.793 -2.452
H 0.873 2.098 -3.214
*
```

For the HOMO energy, the calculation gives -2.31 eV. The value obtained for the frontier orbital gap is 5.8 eV. The relative energy (zero: lowest compared OMol25 entry of this formula, charge and spin) is 21.23 kcal/mol. For the max |F|, the calculation gives 3.43 eV/A. Its SMILES is CCCN[C@H](C)C[S-].

Entry from the Open Molecules 2025 dataset: a structure of composition C32H24N11O2PrS in a non-equilibrium geometry (ωB97M-V/def2-TZVPD).

The geometry in ORCA input format:
```
! RIJCOSX wB97M-V def2-TZVPD def2/J DEFGRID3
* xyz 0 3
Pr -4.556 -14.723 -10.515
C -4.529 -10.231 -13.205
C -3.568 -10.653 -14.159
C -3.002 -11.909 -14.013
C -3.238 -12.706 -12.834
N -4.171 -12.303 -11.965
C -4.734 -11.079 -12.140
N -2.583 -13.893 -12.656
C -1.953 -14.268 -11.554
N -2.054 -15.632 -11.132
C -1.693 -15.591 -9.760
N -1.976 -16.550 -8.901
C -2.892 -16.580 -7.915
C -2.757 -17.585 -6.896
C -3.646 -17.672 -5.839
C -4.748 -16.784 -5.818
C -4.815 -15.869 -6.848
N -3.958 -15.744 -7.883
C -1.165 -14.275 -9.403
C -0.982 -13.711 -8.167
C -0.759 -12.326 -8.065
C -0.830 -11.517 -9.210
C -1.205 -12.068 -10.435
C -1.320 -13.456 -10.545
H -5.093 -9.272 -13.277
H -3.272 -9.998 -14.988
H -2.265 -12.307 -14.720
H -5.449 -10.813 -11.335
H -1.888 -18.233 -7.020
H -3.482 -18.384 -5.023
H -5.545 -16.801 -5.048
H -5.614 -15.123 -6.871
H -1.015 -14.348 -7.281
H -0.561 -11.861 -7.092
H -0.630 -10.455 -9.120
H -1.450 -11.426 -11.275
S -6.714 -14.993 -12.624
C -7.856 -14.044 -11.790
C -9.208 -14.404 -12.038
C -10.285 -13.629 -11.613
C -10.062 -12.522 -10.783
C -8.757 -12.207 -10.380
C -7.676 -12.907 -10.948
H -9.392 -15.320 -12.626
H -11.297 -13.879 -11.967
H -10.903 -11.904 -10.424
H -8.563 -11.385 -9.661
H -6.680 -12.521 -10.744
C -5.407 -19.701 -10.824
N -6.231 -18.687 -10.142
C -7.417 -18.970 -9.497
C -8.157 -17.947 -8.985
C -7.613 -16.623 -9.028
N -6.433 -16.376 -9.591
C -5.737 -17.390 -10.147
O -4.665 -17.113 -10.718
N -8.412 -15.655 -8.500
H -6.034 -20.594 -10.985
H -4.535 -19.923 -10.188
H -5.052 -19.276 -11.762
H -7.695 -20.029 -9.419
H -9.164 -18.136 -8.548
H -9.165 -15.982 -7.918
H -8.013 -14.752 -8.257
O -3.903 -12.674 -8.753
N -5.217 -12.948 -8.608
C -5.785 -12.420 -7.482
C -4.863 -11.712 -6.702
N -4.005 -11.156 -6.126
C -7.152 -12.541 -7.169
N -8.297 -12.755 -7.025
*
```

For the HOMO energy (alpha / beta), the calculation gives -6.96 / -6.96 eV. The value obtained for the frontier orbital gap (alpha / beta) is 5.8 / 5.8 eV. The relative energy (zero: lowest compared OMol25 entry of this formula, charge and spin) is 16.73 kcal/mol. For the max |F|, the calculation gives 4.01 eV/A.

Entry from the Open Molecules 2025 dataset: a structure of composition C13H28AsF9N4O7STl in a non-equilibrium geometry (ωB97M-V/def2-TZVPD).

The geometry in ORCA input format:
```
! RIJCOSX wB97M-V def2-TZVPD def2/J DEFGRID3
* xyz 1 1
Tl 1.077 1.765 -0.793
As 3.877 0.636 2.658
F 4.367 2.288 2.652
F 5.243 0.135 1.688
F 3.329 -1.032 2.723
F 2.441 1.059 3.601
F 2.962 0.914 1.200
F 4.777 0.329 4.118
C -2.251 4.364 -3.708
F -1.121 4.856 -4.177
F -2.477 4.852 -2.493
F -3.247 4.695 -4.490
S -2.113 2.495 -3.555
O -3.337 2.183 -2.829
O -2.008 1.947 -4.891
O -0.884 2.242 -2.811
C 3.826 -2.521 -0.059
C 3.288 -1.669 -1.195
O 2.606 -0.691 -0.890
N 3.640 -1.929 -2.460
C 4.223 -3.178 -2.942
H 3.782 -3.598 -0.227
H 3.291 -2.293 0.858
H 4.870 -2.242 0.100
H 3.213 -1.284 -3.110
H 3.785 -4.029 -2.415
H 5.291 -3.161 -2.740
H 3.956 -3.355 -3.979
C -1.209 -1.397 2.340
C 0.059 -0.579 2.381
O 0.351 0.143 1.412
N 0.881 -0.691 3.413
C 0.751 -1.575 4.555
H -1.913 -0.907 1.668
H -1.658 -1.620 3.305
H -1.041 -2.369 1.866
H 1.616 0.029 3.430
H 1.738 -1.758 4.970
H 0.267 -2.518 4.321
H 0.158 -1.074 5.327
C -2.540 -1.140 -2.586
C -1.311 -1.417 -1.721
O -0.559 -0.503 -1.393
N -1.075 -2.699 -1.410
C 0.120 -3.112 -0.690
H -2.164 -0.876 -3.575
H -3.198 -0.367 -2.206
H -3.085 -2.079 -2.701
H -1.783 -3.358 -1.683
H 0.881 -3.473 -1.381
H -0.128 -3.949 -0.036
H 0.492 -2.298 -0.074
C -2.651 2.529 2.102
C -2.608 2.465 0.595
O -1.642 1.898 0.035
N -3.571 3.016 -0.112
C -4.741 3.728 0.372
H -1.902 1.889 2.553
H -3.655 2.271 2.439
H -2.458 3.570 2.376
H -3.546 2.796 -1.111
H -5.349 3.068 0.996
H -5.410 3.909 -0.469
H -4.522 4.674 0.856
*
```

For the HOMO energy, the calculation gives -12.55 eV. The value obtained for the frontier orbital gap is 3.0 eV. For the max |F|, the calculation gives 3.06 eV/A.

Entry from the Open Molecules 2025 dataset: a structure of composition C29H23CrNO5 in a non-equilibrium geometry (ωB97M-V/def2-TZVPD).

The geometry in ORCA input format:
```
! RIJCOSX wB97M-V def2-TZVPD def2/J DEFGRID3
* xyz 1 4
C 5.713 -0.648 2.337
C 4.522 0.102 2.887
O 3.368 -0.388 2.134
C 2.198 0.288 2.274
C 1.046 -0.636 2.142
N -0.178 -0.228 2.224
C -1.218 -0.963 1.926
C -2.579 -0.511 2.052
C -3.694 -1.378 1.867
C -4.985 -0.898 2.035
C -5.198 0.463 2.322
C -4.105 1.339 2.440
C -2.804 0.853 2.324
O 2.110 1.490 2.480
H 6.554 -0.620 3.038
H 5.453 -1.695 2.124
H 6.039 -0.178 1.398
H 4.362 -0.134 3.949
H 4.611 1.187 2.758
H 1.274 -1.634 1.721
H -1.032 -1.979 1.543
H -3.513 -2.418 1.586
H -5.842 -1.571 1.934
H -6.217 0.839 2.443
H -4.270 2.403 2.620
H -1.939 1.511 2.405
O 1.216 5.888 10.606
C 1.459 5.769 9.473
Cr 2.122 5.434 7.711
C 2.507 3.711 8.370
O 2.793 2.713 8.905
C 3.773 5.936 8.521
O 4.725 6.147 9.159
C 1.540 7.176 6.571
C 0.401 6.410 6.864
C 0.380 5.039 6.573
C 1.416 4.436 5.817
C 1.357 3.031 5.488
C 1.272 1.815 5.309
C 1.205 0.458 5.184
C 0.585 -0.352 6.180
C 0.792 -1.756 6.203
C 0.139 -2.537 7.146
C -0.736 -1.951 8.074
C -0.907 -0.560 8.090
C -0.242 0.235 7.168
C 2.604 5.188 5.653
C 2.636 6.558 5.946
H 1.571 8.243 6.821
H -0.456 6.865 7.361
H -0.468 4.418 6.878
H 1.720 -0.065 4.391
H 1.473 -2.187 5.467
H 0.290 -3.615 7.150
H -1.311 -2.579 8.759
H -1.578 -0.087 8.805
H -0.344 1.324 7.160
H 3.483 4.686 5.238
H 3.539 7.132 5.734
*
```

For the HOMO energy (alpha / beta), the calculation gives -9.61 / -11.39 eV. The value obtained for the frontier orbital gap (alpha / beta) is 6.3 / 5.7 eV. For the max |F|, the calculation gives 4.64 eV/A.

Entry from the Open Molecules 2025 dataset: the molecule C2H4N2O2 in a non-equilibrium geometry (ωB97M-V/def2-TZVPD).

The geometry in ORCA input format:
```
! RIJCOSX wB97M-V def2-TZVPD def2/J DEFGRID3
* xyz 0 1
C -0.093 -1.032 0.174
C 1.120 -0.402 -0.377
N -0.681 1.399 0.379
N -1.219 0.060 0.613
O -0.430 -2.155 0.325
O -1.634 0.790 -0.544
H 1.500 0.470 0.222
H 0.733 0.017 -1.227
H 1.935 -1.215 -0.528
H -1.234 2.068 0.963
*
```

For the HOMO energy, the calculation gives -9.88 eV. The value obtained for the frontier orbital gap is 10.9 eV. The relative energy (zero: lowest compared OMol25 entry of this formula, charge and spin) is 148.04 kcal/mol. For the max |F|, the calculation gives 4.03 eV/A. Its SMILES is CC(=O)n1[nH]o1.